The following is a quantum chemistry calculation of a gas-phase ion, C6H13N2SSi (charge +1), from OMol25.

XYZ file:
```
23
Properties=species:S:1:pos:R:3:lowdin_charge:R:1
C 0.06 -0.92 -1.45 -0.475
C -1.95 -0.47 -0.11 -0.124
C -2.23 -1.50 -1.26 -0.050
C 2.08 0.46 -0.64 -0.488
C 1.33 -0.38 2.17 -0.181
C 0.36 2.55 0.92 -0.122
N -0.53 -0.21 -0.17 -0.107
N -0.98 -1.48 -2.06 0.043
Si 0.74 0.65 0.67 0.521
S 1.72 -0.79 -1.93 1.013
H -2.37 0.48 -0.03 0.109
H -2.13 -0.96 0.76 0.090
H -2.40 -2.50 -1.09 0.109
H -2.99 -0.99 -1.87 0.135
H 2.26 1.32 -1.39 0.071
H 3.10 0.07 -0.33 0.068
H 1.88 0.40 2.87 0.079
H 0.42 -0.73 2.83 0.070
H 1.90 -1.26 1.96 0.011
H -0.56 2.78 0.23 0.076
H 0.15 2.72 1.99 0.043
H 1.14 3.05 0.55 -0.044
H -1.01 -2.29 -2.63 0.153
```

Results
- HOMO level: -13.2 eV
- E: -1033.35693 Eh
- Energy above the lowest of the compared OMol25 structures with the same formula, charge and spin: 1.320 eV
- Kohn-Sham gap: 9.7 eV
- 2S+1: 1
- Largest force on an atom: 6.63 eV/Å
- Net charge: +1

***

The following is a quantum chemistry calculation of a molecular structure, C36H47CrGeN2O4Si, from OMol25.

XYZ file:
```
92
Properties=species:S:1:pos:R:3:mulliken_spin:R:1
Cr -0.71 0.33 1.14 3.536
C -3.26 -1.94 2.71 0.001
C -4.15 -0.72 2.55 0.009
O -3.42 0.24 1.82 0.077
C -3.80 1.58 2.01 0.007
C -3.02 2.17 3.18 0.018
O -1.66 1.85 2.97 0.089
C -0.89 1.87 4.14 0.020
C 0.50 1.34 3.77 -0.023
O 0.39 0.14 3.06 0.030
C 0.13 -1.05 3.80 -0.069
C -0.90 -1.81 2.99 0.179
O -2.18 -1.62 3.57 0.002
H -2.88 -2.21 1.71 0.009
H -3.82 -2.77 3.15 0.000
H -4.43 -0.33 3.54 0.000
H -5.06 -0.99 2.00 -0.001
H -4.89 1.67 2.18 -0.001
H -3.53 2.09 1.08 -0.003
H -3.36 1.74 4.14 0.001
H -3.15 3.26 3.23 0.001
H -1.35 1.23 4.91 -0.006
H -0.82 2.90 4.54 0.004
H 1.12 1.24 4.67 0.008
H 0.98 2.03 3.06 0.019
H -0.26 -0.82 4.79 -0.002
H 1.06 -1.62 3.88 -0.004
H -0.68 -2.88 2.94 0.008
H -0.88 -1.31 1.95 -0.056
C -1.18 3.32 -0.33 0.046
C -2.03 2.17 -0.81 0.075
C -3.02 2.35 -1.75 -0.010
C -3.70 1.24 -2.25 0.012
C -3.35 -0.02 -1.78 -0.030
C -2.36 -0.15 -0.79 0.107
N -1.72 0.95 -0.31 -0.369
N -1.96 -1.29 -0.22 0.004
Si -2.02 -2.82 -0.92 0.024
C -0.97 -4.02 0.13 0.008
C -1.31 -2.91 -2.70 0.012
C -3.77 -3.66 -0.97 0.002
H -1.07 4.06 -1.12 0.005
H -0.21 2.92 -0.05 0.003
H -1.61 3.82 0.55 0.009
H -3.25 3.35 -2.12 0.001
H -4.47 1.36 -2.99 0.001
H -3.82 -0.91 -2.17 0.001
H -0.08 -3.53 0.50 0.001
H -0.65 -4.87 -0.47 0.001
H -1.50 -4.43 0.99 0.001
H -0.43 -2.28 -2.75 -0.003
H -2.01 -2.55 -3.44 0.001
H -1.01 -3.92 -2.99 0.001
H -4.24 -3.64 0.02 -0.001
H -3.72 -4.70 -1.28 0.000
H -4.45 -3.15 -1.65 -0.001
C 0.94 -0.28 0.34 0.041
Ge 2.30 0.41 -0.77 0.096
C 2.98 -1.05 -1.98 -0.009
C 2.44 -2.33 -1.90 -0.015
C 2.85 -3.34 -2.75 0.004
C 3.80 -3.08 -3.73 0.001
C 4.32 -1.80 -3.84 0.001
C 3.91 -0.80 -2.97 0.005
C 1.74 1.78 -2.09 0.012
C 0.45 1.63 -2.61 0.017
C -0.04 2.50 -3.56 0.006
C 0.76 3.51 -4.06 0.000
C 2.06 3.64 -3.60 0.000
C 2.54 2.78 -2.63 -0.010
C 4.05 0.92 0.08 -0.001
C 4.49 2.21 0.40 0.005
C 5.65 2.41 1.12 0.003
C 6.39 1.33 1.60 0.005
C 5.94 0.05 1.34 -0.005
C 4.79 -0.14 0.59 -0.006
H 1.29 -1.25 0.74 0.057
H 1.69 -2.53 -1.15 0.030
H 2.42 -4.33 -2.66 0.000
H 4.12 -3.86 -4.40 0.000
H 5.06 -1.58 -4.60 0.000
H 4.33 0.19 -3.06 -0.001
H -0.16 0.82 -2.24 0.013
H -1.06 2.37 -3.92 -0.001
H 0.37 4.20 -4.81 0.000
H 2.69 4.41 -4.02 0.000
H 3.56 2.89 -2.30 0.001
H 3.93 3.06 0.05 0.000
H 6.01 3.42 1.31 0.000
H 7.29 1.49 2.18 0.000
H 6.49 -0.80 1.71 -0.001
H 4.45 -1.15 0.37 0.002
```

Results
- HOMO level (alpha / beta): -1.3 / -2.1 eV
- E: -5221.26187 Eh
- Energy above the lowest of the compared OMol25 structures with the same formula, charge and spin: 1.514 eV
- Kohn-Sham gap (alpha / beta): 3.6 / 4.3 eV
- 2S+1: 5
- Largest force on an atom: 3.76 eV/Å
- Net charge: -1
- Expectation value of S²: 6.043

***

The following is a quantum chemistry calculation of 3 unconnected molecules or ions with the total composition C22H48BINO12P2, from OMol25.

XYZ file:
```
87
Properties=species:S:1:pos:R:3:lowdin_charge:R:1
C -0.56 -1.45 2.88 0.133
C -0.31 -0.76 1.94 -0.125
C -0.02 0.17 0.85 -0.110
C -1.23 0.14 -0.12 -0.249
O -0.78 0.35 -1.45 -0.038
C -1.18 1.56 -2.12 -0.142
B -0.18 2.73 -1.70 -0.684
O 0.04 3.13 -0.39 0.108
O 0.44 3.35 -2.71 0.058
C 1.26 4.49 -2.41 -0.015
C -2.66 1.74 -1.93 -0.252
C -3.41 2.58 -2.97 -0.134
C -2.60 3.57 -3.83 -0.186
C -2.35 4.96 -3.26 -0.273
C -3.64 5.79 -3.04 -0.109
N -3.07 1.99 -0.49 -0.346
I -3.14 3.98 0.12 1.272
C -2.33 1.07 0.47 -0.253
C -3.37 0.20 1.16 -0.111
C -4.24 0.95 2.15 -0.243
O -5.22 0.05 2.56 -0.145
C -5.93 0.47 3.74 -0.228
C -7.39 0.76 3.37 -0.054
H -0.78 -1.72 3.88 0.041
H 0.86 -0.19 0.34 0.122
H 0.13 1.13 1.32 0.119
H -1.57 -0.88 -0.05 0.150
H -1.04 1.37 -3.17 0.163
H 0.90 2.77 -0.12 0.123
H 0.72 5.27 -1.91 0.095
H 2.14 4.16 -1.87 0.100
H 1.61 4.89 -3.35 0.100
H -3.06 0.74 -2.07 0.170
H -4.25 3.13 -2.55 0.089
H -3.87 1.90 -3.67 0.126
H -1.65 3.16 -4.14 0.103
H -3.17 3.72 -4.74 0.125
H -1.72 4.96 -2.38 0.050
H -1.78 5.49 -4.01 0.114
H -3.61 6.21 -2.04 0.034
H -3.67 6.63 -3.72 0.075
H -4.53 5.20 -3.19 0.068
H -4.04 1.67 -0.47 0.105
H -1.92 1.69 1.25 0.110
H -4.04 -0.21 0.40 0.142
H -2.90 -0.67 1.61 0.114
H -4.70 1.80 1.64 0.092
H -3.62 1.26 2.99 0.136
H -5.93 -0.38 4.41 0.116
H -5.45 1.33 4.20 0.112
H -7.42 0.99 2.31 0.072
H -7.98 -0.13 3.53 0.073
H -7.78 1.60 3.91 0.073
C 6.33 -2.41 -2.80 -0.078
O 5.10 -1.69 -2.57 -0.217
P 5.15 -0.11 -2.39 0.324
O 6.30 0.55 -3.00 -0.207
O 4.98 0.13 -0.83 -0.226
C 6.06 -0.27 0.03 -0.078
O 3.75 0.37 -2.93 -0.191
C 2.54 -0.21 -2.45 -0.080
H 6.52 -2.47 -3.87 0.093
H 7.17 -1.92 -2.31 0.081
H 6.21 -3.40 -2.39 0.092
H 7.02 0.04 -0.39 0.091
H 6.05 -1.34 0.17 0.089
H 5.92 0.22 0.99 0.087
H 2.51 -0.22 -1.36 0.073
H 2.43 -1.23 -2.83 0.097
H 1.72 0.40 -2.82 0.078
C 4.64 -6.66 4.04 -0.083
O 3.43 -6.59 3.27 -0.218
P 3.27 -5.46 2.16 0.320
O 4.53 -4.94 1.64 -0.218
O 2.31 -4.38 2.82 -0.227
C 2.80 -3.62 3.94 -0.088
O 2.34 -6.11 1.09 -0.191
C 1.08 -6.69 1.48 -0.080
H 5.35 -7.31 3.54 0.093
H 5.08 -5.67 4.18 0.080
H 4.39 -7.07 5.01 0.089
H 3.82 -3.26 3.76 0.090
H 2.77 -4.24 4.84 0.091
H 2.14 -2.77 4.07 0.073
H 0.50 -5.98 2.06 0.083
H 1.25 -7.60 2.06 0.089
H 0.54 -6.94 0.57 0.089
```

Results
- HOMO level: -12.1 eV
- E: -2829.84146 Eh
- Kohn-Sham gap: 7.3 eV
- 2S+1: 1
- Largest force on an atom: 1.15 eV/Å
- Net charge: +1

***

The following is a quantum chemistry calculation of 3 unconnected molecules or ions with the total composition C4H15N2O3, from OMol25.

XYZ file:
```
24
Properties=species:S:1:pos:R:3:lowdin_charge:R:1
C -1.26 -0.10 -1.37 -0.246
C -1.78 -0.52 0.02 -0.180
C -1.46 0.55 1.11 -0.357
O -0.48 0.14 2.05 -0.369
N 0.02 -0.79 -1.64 -0.066
C 1.10 0.10 -2.09 -0.336
N 1.93 0.69 -1.06 0.020
H -1.96 -0.31 -2.17 0.088
H -1.09 0.98 -1.30 0.090
H -2.87 -0.59 0.03 0.088
H -1.37 -1.50 0.26 0.091
H -1.18 1.54 0.69 0.094
H -2.39 0.66 1.71 0.081
H 0.35 -1.21 -0.79 0.046
H 1.77 -0.53 -2.65 0.081
H 0.68 0.88 -2.72 0.102
H 2.17 -0.02 -0.37 0.050
H 1.43 1.35 -0.50 0.038
H 0.57 -2.55 1.33 0.006
H 0.53 -0.99 1.49 -0.010
O 1.13 -1.78 1.23 -0.142
H 0.64 1.28 2.04 -0.013
H 1.95 1.03 2.65 0.006
O 1.58 1.69 2.05 -0.162
```

Results
- HOMO level: -4.1 eV
- E: -496.65359 Eh
- Energy above the lowest of the compared OMol25 structures with the same formula, charge and spin: 0.247 eV
- Kohn-Sham gap: 8.2 eV
- 2S+1: 1
- Largest force on an atom: 2.49 eV/Å
- Net charge: -1

***

The following is a quantum chemistry calculation of 2 unconnected molecules or ions with the total composition C5H12O2, from OMol25.

XYZ file:
```
19
Properties=species:S:1:pos:R:3:lowdin_charge:R:1
C -0.61 -2.18 1.76 -0.170
O -0.18 -1.02 1.09 -0.319
C -0.83 0.76 0.37 0.110
C 0.02 0.54 -0.72 -0.410
C -0.53 0.47 -2.13 -0.059
C 1.46 1.01 -0.54 -0.242
O 1.89 0.89 0.79 -0.072
H -1.53 -2.60 1.33 0.073
H 0.18 -2.95 1.72 0.076
H -0.80 -1.97 2.82 0.075
H -1.90 0.56 0.30 0.109
H -0.49 1.24 1.28 0.104
H 0.04 -0.67 -0.16 0.168
H 0.11 -0.14 -2.77 0.078
H -0.58 1.47 -2.57 0.082
H -1.54 0.04 -2.15 0.081
H 2.11 0.44 -1.23 0.121
H 1.55 2.07 -0.81 0.126
H 1.51 0.06 1.14 0.070
```

Results
- HOMO level: -8.9 eV
- E: -348.04595 Eh
- Energy above the lowest of the compared OMol25 structures with the same formula, charge and spin: 4.323 eV
- Kohn-Sham gap: 9.3 eV
- 2S+1: 1
- Largest force on an atom: 0.53 eV/Å
- Net charge: 0

***

The following is a quantum chemistry calculation of a single C11H12N2S2 molecule, from OMol25.

XYZ file:
```
27
Properties=species:S:1:pos:R:3:lowdin_charge:R:1
N -0.08 -3.85 -1.21 0.162
S -2.94 2.03 1.04 0.666
C -0.39 -2.92 -0.59 -0.221
S -2.74 -0.78 1.85 1.019
C -2.00 0.67 1.18 -1.019
C -0.82 -1.79 0.18 -0.183
C -2.04 -2.00 0.82 -0.551
C -0.61 0.68 0.76 -0.266
C -0.02 -0.53 0.34 -0.089
N -2.80 -3.16 0.66 0.070
C 0.23 1.97 0.88 -0.177
C 1.48 -0.57 -0.03 -0.129
C 0.75 2.45 -0.46 -0.201
C 1.83 0.26 -1.28 -0.170
C 2.03 1.75 -0.96 -0.204
H -3.81 -3.10 0.84 0.099
H -2.52 -3.73 -0.16 0.097
H -0.33 2.83 1.28 0.086
H 1.08 1.75 1.55 0.125
H 1.77 -1.62 -0.11 0.102
H 2.09 -0.21 0.80 0.118
H 0.91 3.54 -0.46 0.114
H -0.05 2.21 -1.19 0.122
H 1.02 0.13 -2.00 0.118
H 2.72 -0.14 -1.72 0.100
H 2.82 1.86 -0.21 0.113
H 2.42 2.28 -1.81 0.096
```

Results
- HOMO level: -8.2 eV
- E: -1332.21737 Eh
- Energy above the lowest of the compared OMol25 structures with the same formula, charge and spin: 0.000 eV
- Kohn-Sham gap: 7.2 eV
- 2S+1: 1
- Largest force on an atom: 2.64 eV/Å
- Net charge: 0
- Structure (SMILES): N#Cc1c(N)sc(=S)c2c1CCCCC2